A:
{
  "formula": "C5H12N2",
  "method": "the ωB97M-V functional and the def2-TZVPD basis",
  "mol_weight_da": 100.16,
  "smiles": "[H]/N=C(/N)C(C)(C)C",
  "gap_ev": 10.103,
  "species": ["H", "N", "C", "N", "C", "C", "C", "C", "H", "H", "H", "H", "H", "H", "H", "H", "H", "H", "H"],
  "coordinates": [[-0.71, -1.93, -1.44], [-0.44, -2.22, -0.49], [-0.05, -1.23, 0.23], [0.40, -1.55, 1.56], [0.02, 0.24, -0.13], [-0.39, 0.44, -1.65], [-0.96, 1.04, 0.73], [1.45, 0.77, 0.05], [0.23, -2.54, 1.76], [0.08, -0.96, 2.31], [-0.32, 1.50, -1.92], [0.28, -0.12, -2.32], [-1.42, 0.11, -1.84], [-0.67, 1.03, 1.79], [-1.97, 0.63, 0.67], [-1.01, 2.09, 0.41], [2.17, 0.16, -0.53], [1.53, 1.81, -0.29], [1.77, 0.73, 1.10]],
  "nbo_charge": [0.34, -0.70, 0.46, -0.84, -0.13, -0.61, -0.60, -0.60, 0.39, 0.37, 0.21, 0.21, 0.21, 0.20, 0.22, 0.22, 0.22, 0.21, 0.22]
}


B:
{
  "formula": "C5H12N2",
  "method": "the ωB97M-V functional and the def2-TZVPD basis",
  "mol_weight_da": 100.16,
  "smiles": "C=C(N)C[C@@H](C)N",
  "gap_ev": 8.880,
  "species": ["C", "C", "N", "C", "C", "C", "N", "H", "H", "H", "H", "H", "H", "H", "H", "H", "H", "H", "H"],
  "coordinates": [[-2.04, -0.65, -1.47], [-1.34, -0.26, -0.34], [-1.87, -0.46, 0.98], [-0.35, 0.78, -0.33], [0.96, 0.57, 0.50], [1.35, -0.89, 0.34], [2.00, 1.56, 0.22], [-3.10, -0.72, -1.56], [-1.52, -0.62, -2.42], [-2.67, -1.06, 1.03], [-1.19, -0.50, 1.68], [-0.72, 1.78, 0.10], [0.10, 0.91, -1.39], [0.67, 0.55, 1.54], [1.47, -1.24, -0.64], [2.37, -1.11, 0.69], [0.65, -1.51, 0.97], [2.41, 1.44, -0.74], [2.83, 1.41, 0.83]],
  "nbo_charge": [-0.52, 0.20, -0.83, -0.45, -0.05, -0.63, -0.83, 0.20, 0.20, 0.38, 0.37, 0.25, 0.21, 0.17, 0.21, 0.21, 0.21, 0.35, 0.36]
}


C:
{
  "formula": "C5H12N2",
  "method": "the ωB97M-V functional and the def2-TZVPD basis",
  "mol_weight_da": 100.16,
  "gap_ev": 7.125,
  "species": ["N", "C", "C", "C", "C", "C", "N", "H", "H", "H", "H", "H", "H", "H", "H", "H", "H", "H", "H"],
  "coordinates": [[-0.97, 0.37, -0.81], [-1.69, -0.93, -0.61], [-0.79, -1.82, 0.22], [0.58, -1.07, 0.11], [0.14, 0.37, 0.15], [1.21, 1.45, -0.14], [1.18, 2.64, 0.59], [-1.65, 1.09, -0.61], [-2.66, -0.74, -0.14], [-1.87, -1.35, -1.60], [-0.57, -2.81, -0.17], [-1.01, -1.76, 1.28], [1.18, -1.44, 0.96], [1.12, -1.42, -0.77], [-0.20, 0.61, 1.17], [2.24, 0.90, 0.07], [1.39, 1.53, -1.24], [1.91, 1.13, 1.32], [0.45, 3.24, 0.20]],
  "nbo_charge": [-0.62, -0.23, -0.41, -0.41, -0.11, -0.25, -0.79, 0.36, 0.18, 0.19, 0.22, 0.20, 0.21, 0.21, 0.18, 0.21, 0.18, 0.34, 0.33]
}


Stability check: which of them is most stable? A.


A:
{
  "formula": "C5H12N2",
  "method": "the ωB97M-V functional and the def2-TZVPD basis",
  "mol_weight_da": 100.16,
  "gap_ev": 7.856,
  "species": ["C", "C", "C", "N", "N", "C", "C", "H", "H", "H", "H", "H", "H", "H", "H", "H", "H", "H", "H"],
  "coordinates": [[0.44, -0.72, 0.86], [0.76, 1.18, -1.83], [-0.47, -0.56, 2.05], [1.45, 0.08, 0.59], [0.44, -1.94, 0.24], [-0.52, 1.38, -1.26], [-1.39, 0.40, -0.88], [1.39, 0.59, -0.56], [1.49, 0.88, 1.22], [-0.43, -2.46, 0.22], [1.07, -2.05, -0.53], [1.29, 2.05, -2.20], [0.87, 0.32, -2.50], [-0.66, 2.36, -0.79], [-0.05, -1.10, 2.91], [-0.58, 0.49, 2.32], [-1.46, -0.97, 1.85], [-1.36, -0.57, -1.36], [-2.30, 0.64, -0.35]],
  "nbo_charge": [0.52, -0.74, -0.68, -0.78, -0.80, -0.15, -0.56, 0.36, 0.37, 0.39, 0.40, 0.21, 0.20, 0.18, 0.23, 0.23, 0.23, 0.18, 0.19]
}


B:
{
  "formula": "C5H12N2",
  "method": "the ωB97M-V functional and the def2-TZVPD basis",
  "mol_weight_da": 100.16,
  "smiles": "C=C(CCN)NC",
  "gap_ev": 8.795,
  "species": ["C", "C", "C", "C", "N", "N", "C", "H", "H", "H", "H", "H", "H", "H", "H", "H", "H", "H", "H"],
  "coordinates": [[0.87, -1.31, 1.26], [-0.05, -0.81, 0.43], [-0.60, 0.57, 0.61], [0.28, 1.66, -0.05], [1.58, 1.88, 0.60], [-0.50, -1.57, -0.65], [-1.16, -1.01, -1.80], [1.12, -0.78, 2.17], [1.30, -2.30, 1.25], [-0.65, 0.80, 1.66], [-1.63, 0.65, 0.26], [0.43, 1.48, -1.11], [-0.26, 2.59, 0.10], [1.43, 2.35, 1.48], [2.00, 0.98, 0.82], [-0.09, -2.47, -0.76], [-0.47, -0.50, -2.48], [-1.96, -0.37, -1.45], [-1.64, -1.83, -2.33]],
  "nbo_charge": [-0.56, 0.21, -0.47, -0.20, -0.83, -0.61, -0.40, 0.19, 0.20, 0.22, 0.21, 0.19, 0.19, 0.35, 0.36, 0.38, 0.18, 0.20, 0.20]
}


Stability check: which of them is most stable? B.